{"formula": "C14H25N2", "method": "the ωB97M-V functional and the def2-TZVPD basis", "total_charge": 1, "homo_energy_ev": -12.39, "gap_ev": 8.918, "relative_energy_kcal_mol": 0.0, "fmax_ha_per_bohr": 0.0349, "e_tot_ha": -657.70636, "symbols": ["C", "N", "C", "C", "C", "C", "C", "C", "C", "C", "C", "H", "H", "H", "H", "H", "H", "H", "H", "H", "H", "H", "H", "H", "H", "C", "C", "C", "C", "N", "H", "H", "H", "H", "H", "H", "H", "H", "H", "H", "H"], "positions_angstrom": [[3.02, -0.65, 1.58], [1.62, -1.07, 1.54], [1.35, -2.35, 0.87], [0.69, -0.15, 1.77], [-0.72, -0.48, 1.87], [-1.20, -1.74, 2.34], [-2.55, -2.04, 2.28], [-3.49, -1.08, 1.87], [-4.94, -1.47, 1.84], [-3.03, 0.18, 1.48], [-1.69, 0.49, 1.55], [3.63, -1.53, 1.33], [3.23, 0.16, 0.87], [3.30, -0.29, 2.58], [2.30, -2.66, 0.41], [1.05, -3.11, 1.61], [0.56, -2.26, 0.11], [1.08, 0.78, 2.22], [-0.52, -2.48, 2.76], [-2.89, -3.02, 2.58], [-5.53, -0.62, 1.49], [-5.12, -2.32, 1.17], [-5.28, -1.76, 2.84], [-3.76, 0.93, 1.15], [-1.39, 1.51, 1.32], [2.21, 2.45, -4.58], [1.15, 1.64, -3.81], [1.49, 1.57, -2.32], [0.42, 0.98, -1.39], [0.71, 1.28, 0.04], [2.01, 2.43, -5.66], [2.21, 3.50, -4.26], [3.22, 2.04, -4.41], [0.17, 2.11, -3.96], [1.08, 0.61, -4.21], [2.41, 0.97, -2.19], [1.72, 2.60, -2.01], [-0.59, 1.34, -1.66], [0.39, -0.11, -1.52], [1.66, 1.68, 0.07], [0.02, 1.96, 0.43]]}

---

{"formula": "C12H15N2O3S", "method": "the ωB97M-V functional and the def2-TZVPD basis", "total_charge": -1, "homo_energy_ev": -2.29, "gap_ev": 3.793, "fmax_ha_per_bohr": 0.0790, "e_tot_ha": -1199.55519, "symbols": ["C", "C", "O", "C", "O", "C", "C", "C", "C", "S", "C", "N", "C", "C", "N", "C", "H", "H", "H", "H", "H", "H", "H", "H", "H", "H", "H", "H", "C", "O", "H", "H", "H"], "positions_angstrom": [[3.62, 0.64, 0.61], [2.79, -0.26, -0.42], [2.79, -1.66, -0.04], [1.30, 0.24, -0.36], [0.34, -0.72, -0.95], [-0.71, -0.80, -0.04], [-0.84, -2.09, 0.66], [-1.95, -2.26, 1.66], [-2.84, -1.13, 1.93], [-4.17, -1.44, 3.17], [-2.72, 0.21, 1.24], [-3.63, 1.19, 1.61], [-3.38, 2.32, 0.89], [-2.34, 2.49, -0.16], [-1.47, 1.51, -0.51], [-1.65, 0.35, 0.23], [4.15, 1.44, 0.03], [2.91, 1.13, 1.35], [4.35, 0.02, 1.21], [3.25, -0.20, -1.46], [2.40, -1.66, 0.86], [1.02, 0.40, 0.73], [1.19, 1.25, -0.84], [-0.12, -2.91, 0.42], [-2.11, -3.21, 2.22], [-3.58, -1.14, 4.39], [-4.03, 3.21, 1.11], [-2.23, 3.47, -0.69], [1.56, -0.06, -3.76], [2.69, 0.51, -3.32], [1.55, -0.40, -4.82], [1.22, -0.98, -3.23], [0.63, 0.56, -3.72]]}

---

{"formula": "C5H15N3", "method": "the ωB97M-V functional and the def2-TZVPD basis", "homo_energy_ev": -8.79, "gap_ev": 9.936, "relative_energy_kcal_mol": 35.7, "fmax_ha_per_bohr": 0.0329, "smiles": "CNCCNCCN", "e_tot_ha": -363.73023, "symbols": ["C", "N", "C", "C", "N", "C", "C", "N", "H", "H", "H", "H", "H", "H", "H", "H", "H", "H", "H", "H", "H", "H", "H"], "positions_angstrom": [[3.62, -0.24, 0.63], [2.21, -0.35, 0.17], [1.75, 0.86, -0.53], [0.46, 0.60, -1.26], [-0.67, 0.62, -0.28], [-1.73, -0.32, -0.64], [-2.94, -0.15, 0.27], [-2.87, -1.02, 1.46], [3.73, 0.41, 1.50], [3.95, -1.25, 0.84], [4.22, 0.04, -0.23], [1.69, -0.42, 1.04], [2.55, 1.15, -1.22], [1.59, 1.69, 0.16], [0.28, 1.49, -1.86], [0.45, -0.31, -1.86], [-0.30, 0.29, 0.61], [-2.04, -0.07, -1.67], [-1.37, -1.36, -0.65], [-3.83, -0.45, -0.28], [-2.98, 0.89, 0.57], [-3.71, -1.53, 1.69], [-2.52, -0.54, 2.27]]}

---

{"formula": "C19H22MnN3O3S", "method": "the ωB97M-V functional and the def2-TZVPD basis", "total_charge": 1, "homo_energy_ev": [-10.28, -10.43], "gap_ev": [7.309, 7.355], "relative_energy_kcal_mol": 7.6, "fmax_ha_per_bohr": 0.0040, "e_tot_ha": -2676.22429, "multiplicity": 6, "symbols": ["Mn", "O", "N", "C", "C", "C", "C", "C", "S", "H", "H", "H", "H", "C", "C", "C", "C", "N", "C", "C", "C", "C", "C", "C", "N", "H", "H", "H", "H", "H", "H", "H", "H", "C", "O", "C", "C", "O", "C", "H", "H", "H", "H", "H", "H", "H", "H", "H", "H"], "positions_angstrom": [[-0.23, 0.26, 0.30], [1.80, 0.34, 0.71], [2.56, 1.34, 0.27], [3.88, 1.26, 0.55], [4.76, 2.22, 0.14], [4.25, 3.31, -0.58], [2.91, 3.38, -0.85], [2.02, 2.38, -0.42], [0.34, 2.45, -0.75], [4.15, 0.37, 1.10], [5.80, 2.13, 0.38], [4.91, 4.10, -0.92], [2.49, 4.21, -1.41], [1.40, -3.91, -0.11], [0.92, -4.34, -1.34], [0.07, -3.51, -2.06], [-0.27, -2.28, -1.53], [0.18, -1.88, -0.34], [1.01, -2.67, 0.35], [-1.17, -1.32, -2.23], [-1.58, -1.51, -3.54], [-2.43, -0.58, -4.12], [-2.85, 0.51, -3.38], [-2.37, 0.64, -2.09], [-1.56, -0.24, -1.52], [2.07, -4.53, 0.48], [1.19, -5.31, -1.73], [-0.32, -3.84, -3.01], [1.36, -2.27, 1.29], [-1.24, -2.36, -4.11], [-2.76, -0.71, -5.14], [-3.51, 1.25, -3.79], [-2.65, 1.49, -1.49], [-2.50, 2.60, 1.38], [-1.64, 1.51, 1.71], [-1.57, 1.25, 3.10], [-0.41, 0.30, 3.31], [-0.46, -0.75, 2.35], [-1.47, -1.72, 2.61], [-2.22, 3.49, 1.95], [-3.54, 2.33, 1.60], [-2.38, 2.81, 0.33], [-2.52, 0.83, 3.45], [-1.39, 2.18, 3.65], [-0.40, -0.11, 4.32], [0.54, 0.81, 3.12], [-1.32, -2.16, 3.60], [-1.39, -2.49, 1.85], [-2.47, -1.27, 2.57]]}

---

{"formula": "C32H49AlBr3Cl6F8N4O10S", "method": "the ωB97M-V functional and the def2-TZVPD basis", "total_charge": 1, "homo_energy_ev": -7.41, "gap_ev": 3.644, "fmax_ha_per_bohr": 0.0571, "e_tot_ha": -14142.41110, "symbols": ["O", "C", "C", "C", "C", "C", "C", "C", "N", "C", "C", "C", "N", "C", "C", "N", "S", "C", "H", "H", "H", "H", "H", "H", "H", "H", "H", "H", "H", "H", "H", "H", "H", "H", "H", "H", "Br", "C", "C", "Br", "H", "H", "H", "H", "C", "C", "C", "O", "C", "N", "H", "H", "H", "H", "H", "H", "H", "H", "H", "H", "H", "C", "O", "O", "O", "H", "C", "Cl", "Cl", "Cl", "H", "C", "C", "C", "O", "C", "H", "H", "H", "H", "H", "H", "H", "H", "C", "Cl", "Cl", "Cl", "H", "C", "O", "O", "O", "H", "C", "C", "C", "F", "F", "F", "F", "O", "C", "C", "F", "F", "F", "F", "H", "H", "H", "H", "Al", "Br"], "positions_angstrom": [[5.80, 1.94, -0.65], [4.46, 1.73, -0.60], [3.86, 0.55, -1.02], [2.49, 0.37, -0.95], [1.67, 1.36, -0.42], [2.27, 2.55, -0.02], [3.64, 2.74, -0.10], [4.26, 4.05, 0.33], [3.36, 5.21, 0.21], [2.97, 5.44, -1.20], [1.47, 5.80, -1.30], [0.64, 4.73, -2.03], [-0.50, 4.20, -1.28], [-1.31, 3.18, -1.72], [-2.27, 2.91, -0.81], [-2.03, 3.80, 0.24], [-2.97, 3.87, 1.68], [-0.97, 4.53, -0.09], [6.23, 1.56, 0.13], [4.49, -0.23, -1.44], [2.03, -0.55, -1.28], [0.59, 1.20, -0.32], [1.68, 3.36, 0.38], [5.23, 4.23, -0.15], [4.50, 3.94, 1.40], [3.94, 6.01, 0.45], [3.52, 6.31, -1.57], [3.23, 4.61, -1.86], [1.13, 6.01, -0.29], [1.38, 6.73, -1.85], [0.24, 5.14, -2.96], [1.27, 3.89, -2.32], [-1.28, 2.64, -2.66], [-3.05, 2.18, -0.84], [-2.02, 4.22, 2.56], [-0.56, 5.28, 0.57], [-0.72, -0.07, -2.03], [-2.35, -0.90, -2.73], [-2.38, -0.85, -4.23], [-2.84, 0.94, -4.86], [-3.19, -0.39, -2.27], [-2.31, -1.92, -2.38], [-3.16, -1.50, -4.61], [-1.43, -1.11, -4.68], [4.15, -0.85, 2.75], [2.98, 0.06, 3.17], [2.77, 0.18, 4.70], [2.15, -0.96, 5.32], [2.98, -2.03, 5.62], [1.77, -0.41, 2.49], [3.90, -1.92, 2.83], [4.42, -0.67, 1.71], [5.06, -0.64, 3.36], [3.21, 1.06, 2.80], [2.08, 1.00, 4.87], [3.70, 0.44, 5.22], [3.99, -1.69, 5.94], [3.05, -2.72, 4.75], [2.55, -2.59, 6.45], [1.02, 0.25, 2.66], [1.45, -1.26, 2.94], [9.58, 2.64, 0.20], [8.66, 3.39, 0.65], [9.28, 2.21, -1.12], [10.62, 2.24, 0.71], [8.44, 2.70, -1.12], [4.81, -5.77, 4.78], [5.05, -4.97, 6.34], [3.18, -6.40, 4.65], [5.15, -4.64, 3.45], [5.51, -6.59, 4.69], [-6.93, 3.75, -1.22], [-7.50, 2.90, -2.35], [-6.27, 2.67, -3.22], [-5.14, 2.67, -2.33], [-5.54, 3.15, -1.05], [-7.52, 3.72, -0.30], [-6.85, 4.79, -1.54], [-7.86, 1.94, -1.95], [-8.32, 3.37, -2.88], [-6.14, 3.48, -3.94], [-6.31, 1.73, -3.76], [-5.56, 2.29, -0.36], [-4.81, 3.87, -0.69], [6.84, -9.50, 3.70], [5.58, -10.61, 3.22], [6.52, -7.87, 3.06], [7.00, -9.44, 5.46], [7.78, -9.84, 3.29], [-11.12, 4.18, -2.09], [-11.65, 4.61, -1.10], [-10.54, 5.07, -2.95], [-10.98, 2.91, -2.46], [-10.76, 5.88, -2.47], [-3.31, -5.47, -0.14], [-3.41, -4.48, -1.32], [-4.15, -4.95, -2.58], [-3.63, -6.06, -3.11], [-4.08, -3.97, -3.51], [-2.17, -4.05, -1.64], [-4.09, -3.40, -0.85], [-2.14, -6.27, -0.01], [-1.99, -7.44, -0.73], [-0.89, -7.34, -1.80], [-1.07, -6.28, -2.60], [-0.91, -8.45, -2.56], [-3.17, -7.83, -1.24], [-1.61, -8.38, 0.15], [-3.28, -4.84, 0.75], [-4.21, -6.07, -0.04], [-5.21, -5.12, -2.35], [0.09, -7.26, -1.32], [5.30, -1.90, 4.85], [-12.51, 2.04, -3.27]]}

---

{"formula": "C28H47BN4O3", "method": "the ωB97M-V functional and the def2-TZVPD basis", "homo_energy_ev": [-8.61, -8.80], "gap_ev": [8.678, 8.725], "fmax_ha_per_bohr": 0.0566, "e_tot_ha": -1564.62239, "multiplicity": 3, "symbols": ["C", "C", "B", "O", "C", "C", "C", "C", "C", "N", "C", "C", "N", "C", "H", "H", "H", "H", "H", "H", "H", "H", "H", "H", "H", "C", "C", "C", "C", "C", "C", "N", "O", "C", "C", "C", "H", "H", "H", "H", "H", "H", "H", "H", "H", "H", "H", "H", "H", "H", "H", "H", "H", "H", "C", "C", "C", "C", "C", "C", "N", "O", "C", "C", "C", "H", "H", "H", "H", "H", "H", "H", "H", "H", "H", "H", "H", "H", "H", "H", "H", "H", "H"], "positions_angstrom": [[-5.09, -3.88, -0.10], [-4.87, -2.63, -1.00], [-6.12, -1.62, -0.99], [-5.99, -0.28, -0.73], [-7.54, -2.27, -1.33], [-7.65, -2.91, -2.54], [-8.88, -3.56, -2.91], [-9.93, -3.51, -2.05], [-9.85, -2.86, -0.79], [-10.95, -2.89, 0.02], [-10.77, -2.28, 1.16], [-9.53, -1.67, 1.54], [-8.46, -1.60, 0.79], [-8.65, -2.23, -0.41], [-4.76, -4.77, -0.66], [-4.55, -3.76, 0.84], [-6.15, -4.06, 0.14], [-4.80, -2.99, -2.05], [-3.96, -2.06, -0.76], [-5.12, -0.18, -0.32], [-6.78, -2.92, -3.20], [-8.90, -4.07, -3.87], [-10.85, -4.01, -2.34], [-11.59, -2.28, 1.88], [-9.48, -1.19, 2.53], [2.08, -1.73, -1.73], [0.62, -1.25, -1.86], [0.62, 0.12, -2.53], [1.16, 1.22, -1.61], [0.41, 1.24, -0.29], [0.29, -0.13, 0.40], [-0.07, -1.23, -0.54], [-1.36, -1.17, -0.76], [1.59, -0.48, 1.14], [-0.73, 0.02, 1.54], [-0.01, -2.29, -2.79], [2.49, -1.98, -2.71], [2.76, -0.98, -1.33], [2.15, -2.63, -1.10], [-0.40, 0.39, -2.84], [1.21, 0.09, -3.45], [2.23, 1.08, -1.44], [1.06, 2.19, -2.11], [0.89, 1.95, 0.39], [-0.59, 1.64, -0.48], [1.52, -1.48, 1.59], [1.79, 0.23, 1.94], [2.48, -0.47, 0.51], [-1.69, 0.41, 1.19], [-0.36, 0.72, 2.29], [-0.91, -0.94, 2.04], [0.00, -3.28, -2.33], [0.55, -2.35, -3.72], [-1.04, -2.05, -3.06], [7.39, 1.47, 0.50], [5.93, 1.95, 0.36], [5.93, 3.33, -0.31], [6.47, 4.42, 0.61], [5.71, 4.44, 1.94], [5.58, 3.07, 2.62], [5.23, 1.97, 1.68], [3.94, 2.04, 1.45], [6.88, 2.71, 3.36], [4.55, 3.21, 3.75], [5.30, 0.91, -0.58], [7.80, 1.22, -0.48], [8.07, 2.21, 0.91], [7.45, 0.57, 1.12], [4.92, 3.59, -0.62], [6.54, 3.29, -1.22], [7.54, 4.28, 0.79], [6.37, 5.39, 0.12], [6.19, 5.15, 2.62], [4.71, 4.84, 1.74], [6.81, 1.72, 3.81], [7.07, 3.42, 4.17], [7.77, 2.73, 2.74], [3.60, 3.60, 3.40], [4.92, 3.91, 4.51], [4.37, 2.26, 4.25], [5.31, -0.08, -0.12], [5.87, 0.85, -1.51], [4.27, 1.16, -0.85]]}

---

{"formula": "C29H36CoF5IO7P2", "method": "the ωB97M-V functional and the def2-TZVPD basis", "homo_energy_ev": [-7.50, -7.48], "gap_ev": [7.763, 7.741], "relative_energy_kcal_mol": 0.0, "fmax_ha_per_bohr": 0.0036, "e_tot_ha": -4516.05117, "multiplicity": 4, "symbols": ["Co", "I", "C", "C", "C", "C", "C", "C", "C", "C", "C", "C", "H", "H", "H", "H", "H", "H", "C", "C", "C", "O", "P", "O", "C", "P", "O", "O", "C", "C", "C", "O", "C", "C", "C", "O", "C", "C", "C", "H", "H", "H", "H", "H", "H", "H", "H", "H", "H", "H", "H", "H", "H", "H", "H", "H", "H", "H", "H", "H", "H", "H", "H", "H", "H", "H", "H", "H", "H", "F", "C", "C", "F", "C", "F", "C", "O", "C", "F", "C", "F"], "positions_angstrom": [[1.38, 0.16, -1.37], [4.30, -0.37, -1.24], [4.51, 1.71, -1.45], [5.77, 2.22, -1.29], [5.99, 3.60, -1.47], [4.95, 4.42, -1.80], [3.65, 3.90, -1.97], [2.58, 4.76, -2.35], [1.33, 4.26, -2.53], [1.08, 2.89, -2.30], [2.05, 1.99, -1.91], [3.38, 2.51, -1.78], [6.60, 1.57, -1.05], [6.99, 4.00, -1.34], [5.11, 5.48, -1.96], [2.80, 5.81, -2.51], [0.52, 4.91, -2.84], [0.06, 2.54, -2.42], [-2.74, -3.60, -2.48], [-3.05, -2.60, -1.39], [-3.21, -3.25, -0.03], [-1.96, -1.64, -1.42], [-1.64, -0.45, -0.46], [-0.70, 0.50, -1.11], [-1.01, -1.10, 1.10], [0.39, -0.14, 1.71], [1.48, 0.05, 0.74], [0.95, -0.91, 2.97], [0.17, -1.12, 4.18], [-0.14, -2.60, 4.30], [1.00, -0.60, 5.34], [-0.32, 1.17, 2.23], [0.49, 2.37, 2.53], [-0.18, 3.03, 3.71], [0.55, 3.24, 1.30], [-3.00, 0.23, -0.02], [-3.64, 1.18, -0.94], [-5.12, 0.97, -0.82], [-3.19, 2.58, -0.56], [-3.57, -4.30, -2.60], [-1.84, -4.17, -2.23], [-2.57, -3.09, -3.43], [-3.96, -2.05, -1.64], [-2.31, -3.82, 0.23], [-4.05, -3.95, -0.07], [-3.43, -2.52, 0.75], [-0.64, -2.11, 0.94], [-1.81, -1.10, 1.84], [-0.75, -0.54, 4.11], [0.79, -3.17, 4.34], [-0.72, -2.95, 3.44], [-0.71, -2.79, 5.20], [1.94, -1.15, 5.39], [0.46, -0.73, 6.28], [1.22, 0.46, 5.20], [1.49, 2.03, 2.80], [-1.19, 3.33, 3.45], [0.38, 3.93, 3.99], [-0.22, 2.36, 4.57], [-0.45, 3.56, 1.02], [1.00, 2.71, 0.46], [1.15, 4.12, 1.51], [-3.30, 0.95, -1.95], [-5.45, 1.16, 0.21], [-5.39, -0.05, -1.08], [-5.65, 1.65, -1.49], [-3.48, 2.80, 0.47], [-3.65, 3.31, -1.22], [-2.10, 2.66, -0.65], [0.67, -6.91, -2.12], [0.78, -5.58, -2.18], [0.71, -4.92, -3.40], [0.51, -5.63, -4.52], [0.82, -3.55, -3.47], [0.70, -2.96, -4.67], [1.01, -2.74, -2.33], [1.07, -1.45, -2.42], [1.09, -3.45, -1.12], [1.27, -2.76, 0.03], [0.97, -4.83, -1.04], [1.04, -5.43, 0.15]]}

---

{"formula": "CH9P5", "method": "the ωB97M-V functional and the def2-TZVPD basis", "homo_energy_ev": -8.62, "gap_ev": 8.247, "relative_energy_kcal_mol": 44.2, "fmax_ha_per_bohr": 0.0629, "e_tot_ha": -1750.08871, "symbols": ["C", "P", "P", "P", "P", "P", "H", "H", "H", "H", "H", "H", "H", "H", "H"], "positions_angstrom": [[0.67, -0.64, 0.06], [-0.25, -0.47, -1.46], [1.31, -2.25, 0.63], [1.04, 2.29, -0.59], [-2.49, 0.17, 0.10], [1.47, 0.66, 0.76], [-1.50, 0.97, 0.75], [0.92, -0.92, -1.89], [-0.62, -1.82, -1.30], [2.02, -2.03, 1.79], [0.31, -2.80, 1.33], [1.58, 3.14, 0.33], [2.19, 2.32, -1.24], [-3.20, 1.16, -0.53], [-3.44, 0.23, 1.26]]}